Entry w
C3H10NO4 | wB97M-V/def2-TZVPD

The calculation puts the molar mass at 124.1 g/mol. As for the HOMO energy: -4.6 eV. Its total charge is -1. For the LUMO energy, the calculation gives 4.022 eV.

Last column: natural (NBO) charge in e.
Positions of all 18 atoms, in Å:
O  0.53  -0.87  0.69  -0.866
H  1.03  -3.16  0.41  0.479
O  -1.92  -0.37  1.93  -0.991
H  -0.75  0.82  -2.28  0.357
C  0.73  -0.45  -0.50  0.756
H  -2.24  -1.23  1.64  0.457
H  -0.10  2.91  0.28  0.187
H  -0.19  1.42  1.18  0.226
O  0.80  -3.34  1.32  -0.994
C  -0.27  1.81  0.17  -0.608
H  -1.34  1.69  -0.11  0.208
H  1.70  1.46  -0.74  0.187
N  0.12  1.30  -2.13  -0.845
C  0.66  1.11  -0.80  -0.164
O  0.72  -1.21  -1.47  -0.756
H  -1.00  -0.46  1.61  0.508
H  0.77  -2.43  1.67  0.500
H  0.74  1.00  -2.87  0.360


Entry x
C3H10NO4 | wB97M-V/def2-TZVPD

The calculation puts the molar mass at 124.1 g/mol. As for the HOMO energy: -5.0 eV. Its total charge is -1. For the LUMO energy, the calculation gives 3.916 eV.

Last column: natural (NBO) charge in e.
Positions of all 18 atoms, in Å:
C  -0.87  1.57  1.21  -0.207
N  -1.03  0.21  1.68  -0.847
H  0.75  -2.51  -0.49  0.511
H  -1.13  -1.86  -1.69  0.458
H  -1.68  -0.28  1.05  0.367
H  -0.55  2.20  2.05  0.165
O  2.26  1.27  -0.27  -0.724
H  0.40  2.86  0.05  0.205
C  1.10  0.86  -0.34  0.781
H  -0.84  -0.59  -0.97  0.504
H  -0.73  1.92  -0.92  0.197
C  -0.05  1.89  -0.07  -0.545
O  0.69  -0.33  -0.58  -0.853
H  -0.61  -3.23  -0.06  0.478
H  -1.87  2.00  1.06  0.167
H  -0.14  -0.26  1.62  0.368
O  0.30  -3.35  -0.33  -0.994
O  -1.62  -1.20  -1.20  -1.031


Which one is most stable, and which one is least stable? entry x is the most stable of them, while entry w is the least stable.


Entry w
C3H9N2 | wB97M-V/def2-TZVPD

The calculation puts the molar mass at 73.1 g/mol. As for the HOMO energy (alpha / beta): -13.7 / -14.0 eV. Its total charge is +1. For the LUMO energy (alpha / beta), the calculation gives -5.038 / -4.770 eV.

Last column: natural (NBO) charge in e.
Positions of all 14 atoms, in Å:
H  2.28  0.19  0.89  0.202
H  -1.60  -0.13  -1.17  0.460
H  -2.86  -0.40  0.00  0.464
H  -0.59  0.26  1.45  0.219
H  2.49  -0.79  -0.48  0.267
C  1.82  -0.49  0.27  -0.472
N  0.75  -0.15  -0.50  -0.270
H  0.63  2.04  0.07  0.252
H  1.65  -1.46  0.95  0.221
C  -0.97  0.47  0.48  0.011
C  0.10  1.11  -0.34  -0.302
H  -0.40  1.33  -1.28  0.195
H  -1.46  -1.52  -0.11  0.479
N  -1.85  -0.46  -0.23  -0.724


Entry x
C3H9N2 | wB97M-V/def2-TZVPD

The calculation puts the molar mass at 73.1 g/mol. As for the HOMO energy: -13.3 eV. Its total charge is +1. For the LUMO energy, the calculation gives -8.238 eV.

Last column: natural (NBO) charge in e.
Positions of all 14 atoms, in Å:
H  -3.88  -0.67  0.21  0.378
H  -0.25  -0.08  1.78  0.216
C  1.08  -0.18  -1.36  -0.660
H  -3.53  0.95  0.53  0.376
C  1.10  0.00  0.12  0.170
H  1.65  -1.08  -1.62  0.262
N  -3.23  0.09  0.08  -1.050
H  2.47  0.52  1.62  0.432
H  1.59  0.68  -1.81  0.291
H  0.06  -0.25  -1.72  0.274
H  3.12  -0.19  0.23  0.441
N  2.30  0.20  0.67  -0.662
C  -0.12  0.19  0.73  0.216
H  -2.36  -0.16  0.54  0.318


Entry y
C3H9N2 | wB97M-V/def2-TZVPD

The calculation puts the molar mass at 73.1 g/mol. As for the HOMO energy: -15.2 eV. Its SMILES is CC/[NH+]=C/N. Its total charge is +1. For the LUMO energy, the calculation gives -4.094 eV.

Last column: natural (NBO) charge in e.
Positions of all 14 atoms, in Å:
C  0.61  0.47  -0.77  -0.234
N  -1.91  -1.67  0.88  -0.702
H  -0.31  0.47  1.05  0.421
H  -0.45  -1.95  -0.57  0.220
H  0.76  2.57  -0.13  0.232
C  1.36  1.66  -0.28  -0.650
H  2.12  1.99  -0.99  0.263
H  -2.15  -2.64  0.73  0.436
C  -0.78  -1.33  0.25  0.402
H  0.01  0.54  -1.69  0.230
H  1.33  -0.27  -1.16  0.221
H  1.81  1.52  0.70  0.230
N  -0.24  -0.15  0.26  -0.495
H  -2.14  -1.19  1.74  0.427


Which one is most stable, and which one is least stable? entry y is the most stable of them, while entry x is the least stable.


Entry w
C3H9N2 | wB97M-V/def2-TZVPD

The calculation puts the molar mass at 73.1 g/mol. As for the HOMO energy: -12.3 eV. Its total charge is +1. For the LUMO energy, the calculation gives -8.988 eV.

Last column: natural (NBO) charge in e.
Positions of all 14 atoms, in Å:
N  -1.74  2.00  -0.34  -0.011
N  2.36  -1.48  -0.98  -0.202
H  -4.06  2.26  1.52  -0.008
H  0.83  -1.09  1.41  0.224
H  -0.26  0.24  -1.30  -0.139
H  2.24  -1.84  2.39  0.238
C  -1.27  1.64  -1.47  -0.383
H  -1.78  0.83  -2.02  0.372
H  1.40  -1.06  -1.05  0.362
C  2.51  -1.87  0.24  -0.106
H  3.36  -2.48  0.58  0.215
H  -4.77  2.04  1.53  0.008
C  1.81  -1.55  1.43  0.173
H  -0.62  2.35  -1.94  0.257


Entry x
C3H9N2 | wB97M-V/def2-TZVPD

The calculation puts the molar mass at 73.1 g/mol. As for the HOMO energy: -15.0 eV. Its SMILES is CN(C)C=[NH2+]. Its total charge is +1. For the LUMO energy, the calculation gives -3.603 eV.

Last column: natural (NBO) charge in e.
Positions of all 14 atoms, in Å:
H  -0.66  1.90  -0.10  0.231
N  0.28  -0.15  0.00  -0.322
C  -0.05  1.29  0.52  -0.447
H  0.98  1.86  0.59  0.254
N  -2.05  -0.51  -0.48  -0.727
H  -0.42  1.20  1.53  0.239
H  -2.37  0.40  -0.05  0.424
H  -0.66  -1.78  -0.90  0.220
C  -0.77  -0.87  -0.35  0.388
H  2.16  -0.16  0.57  0.231
C  1.62  -0.52  -0.36  -0.413
H  1.66  -1.68  -0.59  0.248
H  2.03  0.11  -1.11  0.232
H  -2.77  -1.23  -0.58  0.443


Entry y
C3H9N2 | wB97M-V/def2-TZVPD

The calculation puts the molar mass at 73.1 g/mol. As for the HOMO energy: -15.4 eV. Its SMILES is CCNC=[NH2+]. Its total charge is +1. For the LUMO energy, the calculation gives -3.614 eV.

Last column: natural (NBO) charge in e.
Positions of all 14 atoms, in Å:
N  -2.12  -0.89  1.29  -0.711
H  0.14  1.51  -1.12  0.224
C  -1.05  -0.18  1.04  0.398
H  0.91  1.34  0.47  0.214
H  1.77  0.22  -2.18  0.232
H  -0.65  0.44  1.84  0.228
H  -0.55  -0.84  -0.84  0.424
N  -0.36  -0.21  -0.06  -0.500
H  1.87  -0.90  -0.86  0.222
H  -2.59  -0.77  2.17  0.437
H  -2.64  -1.35  0.56  0.427
C  0.64  0.83  -0.44  -0.211
C  1.86  0.17  -1.09  -0.636
H  2.79  0.63  -0.78  0.251


Which one is most stable, and which one is least stable? entry y is the most stable of them, while entry w is the least stable.